Density functional theory data (ωB97M-V/def2-TZVPD) for a structure of composition C28H40F2IrN2O3Si.

CARTESIAN COORDINATES (ANGSTROEM)
Ir 0.2300 -0.4046 0.4747
C 4.7365 -0.9923 -0.5544
O 5.0376 0.3888 -0.6991
C 4.2482 1.3290 -0.0993
C 4.9361 2.4298 0.3678
C 4.2901 3.4883 1.0089
C 2.9274 3.4823 1.0941
C 2.1710 2.4349 0.5332
C 0.7692 2.5778 0.5227
N -0.1065 1.6918 0.1245
N -1.3759 2.0949 0.0803
C -2.2498 1.1177 0.0170
O -1.9148 -0.1236 0.0000
C -3.6801 1.4766 0.0846
C -4.0880 2.8055 0.1948
C -5.4250 3.1044 0.3876
C -6.3657 2.0858 0.4700
C -5.9657 0.7630 0.3481
C -4.6285 0.4581 0.1620
C 2.8153 1.2794 -0.0280
O 2.1238 0.2805 -0.4849
H 5.4506 -1.5220 -1.1813
H 3.7274 -1.2138 -0.8760
H 4.8580 -1.3052 0.4875
H 6.0114 2.4246 0.2490
H 4.8702 4.2965 1.4318
H 2.3976 4.2846 1.5930
H 0.3559 3.5089 0.9013
H -3.3470 3.5893 0.1344
H -5.7368 4.1354 0.4911
H -7.4082 2.3247 0.6339
H -6.6972 -0.0314 0.4168
H -4.3034 -0.5709 0.0850
F -0.5496 -0.7147 3.3676
C 0.0593 0.1661 2.5469
F 1.3358 0.2849 3.0054
H -0.4296 1.1324 2.6942
C 1.8594 -2.9143 -1.9188
C 0.3685 -3.1514 -1.6623
C -0.3900 -2.1199 -2.5123
C 0.0141 -4.5673 -2.1225
Si -0.0402 -2.8405 0.2391
C -1.8659 -3.4582 0.6567
C -1.9052 -4.9745 0.8806
C -2.8355 -3.1183 -0.4829
C -2.3819 -2.7427 1.9115
C 1.2878 -3.6365 1.4670
C 0.7614 -3.6678 2.9038
C 2.5673 -2.7861 1.4584
C 1.6374 -5.0648 1.0386
H 2.0812 -3.0654 -2.9799
H 2.4933 -3.5940 -1.3498
H 2.1219 -1.8877 -1.6650
H -0.0727 -2.1944 -3.5567
H -0.1785 -1.1017 -2.1659
H -1.4666 -2.2657 -2.4776
H 0.3056 -4.6929 -3.1706
H -1.0546 -4.7663 -2.0566
H 0.5399 -5.3232 -1.5375
H -1.4855 -5.5219 0.0353
H -2.9444 -5.2971 1.0005
H -1.3666 -5.2671 1.7812
H -2.6408 -3.7116 -1.3757
H -2.7772 -2.0622 -0.7345
H -3.8607 -3.3372 -0.1655
H -1.7392 -2.8963 2.7758
H -3.3805 -3.1134 2.1654
H -2.4553 -1.6699 1.7354
H 0.4447 -2.6822 3.2381
H 1.5568 -4.0005 3.5781
H -0.0743 -4.3567 3.0163
H 2.3507 -1.7244 1.6202
H 3.0980 -2.8817 0.5124
H 3.2395 -3.1114 2.2584
H 0.7505 -5.6968 0.9774
H 2.3155 -5.5112 1.7735
H 2.1407 -5.0841 0.0717

- <S²>: 0.76
- Kohn-Sham gap (spin up / spin down): 6.73 / 5.76 eV
- Multiplicity: 2
- HOMO energy (spin up / spin down): -8.01 / -7.96 eV
- ΔE to the lowest compared entry with this formula, charge and spin: 0.0 kcal/mol



Density functional theory data (ωB97M-V/def2-TZVPD) for a cluster of 3 separate species, C28H40FNO11 in total.

CARTESIAN COORDINATES (ANGSTROEM)
C -1.1678 3.3948 3.4375
C -2.4490 2.8737 2.6174
C -2.6359 3.5376 1.1630
N -2.5584 2.4431 0.1382
C -1.3876 2.5674 -0.7665
C -1.2023 3.9338 -1.6219
C -1.8554 3.8400 -3.1021
F 0.1931 4.3470 -1.6979
O -0.2792 2.6510 0.2085
C -0.0717 1.3570 0.7655
O 0.4829 1.1081 1.8451
O -0.6273 0.4684 -0.1974
C -0.8790 1.1822 -1.4596
C 0.5448 1.3192 -2.1815
C 1.1733 -0.0443 -2.7351
C 1.7507 -1.0260 -1.5915
C 0.7317 -2.1939 -1.1582
O 1.3524 -3.5129 -1.0585
C 0.7729 -4.1115 0.1050
C -0.7820 -4.3704 0.3246
O 1.5604 -4.4173 1.0388
C -1.8233 0.4808 -2.5456
C -3.3827 0.5282 -2.2284
C -4.2882 1.3756 -3.1660
C -5.8125 1.5428 -2.9580
C -6.4676 0.8189 -1.7493
C -5.5976 -0.0474 -0.8163
C -4.0701 -0.1925 -1.0474
C -3.2655 -1.1146 -0.0282
H -0.3005 3.5022 2.7019
H -0.9347 2.5933 4.2307
H -1.4742 4.3981 3.9161
H -3.4152 3.0706 3.2228
H -2.4392 1.7291 2.4575
H -3.7246 3.9287 1.1299
H -1.9744 4.4428 0.9613
H -3.3911 2.5923 -0.4719
H -1.7382 4.8298 -1.1288
H -2.9917 3.8083 -3.0459
H -1.5924 4.8484 -3.6037
H -1.3814 3.0310 -3.7458
H 1.3574 1.8096 -1.5261
H 0.4340 2.0311 -3.0867
H 2.0921 0.2602 -3.3678
H 0.5054 -0.6470 -3.4342
H 2.6871 -1.5651 -2.0053
H 2.1011 -0.4787 -0.6542
H 0.3665 -1.9168 -0.0975
H -0.1874 -2.2393 -1.8412
H -1.4590 -3.8261 -0.4319
H -1.0763 -5.4689 0.3711
H -1.0627 -3.9188 1.3506
H -1.5277 -0.6378 -2.5499
H -1.6128 0.8837 -3.5920
H -3.7834 1.9218 -4.0452
H -6.3960 2.1891 -3.6852
H -7.5873 0.9234 -1.5310
H -6.0629 -0.5889 0.0811
H -4.0461 -1.7176 0.5710
H -2.6803 -0.5185 0.7688
H -2.6026 -1.8622 -0.5788
O 4.8813 -7.7208 5.4094
C 4.6917 -6.7657 4.7128
O 5.6434 -5.8448 4.3947
C 5.0961 -5.0106 3.3822
C 3.6192 -5.1540 3.5885
O 3.4969 -6.4596 4.1375
H 5.4362 -3.9808 3.5013
H 5.4205 -5.3809 2.4053
H 3.2248 -4.4297 4.3076
H 3.0582 -5.0694 2.6566
O 6.7855 1.0824 -1.7889
C 6.1392 1.0311 -0.7834
O 6.6531 1.1712 0.4691
C 5.5539 1.2769 1.3631
C 4.4443 0.6031 0.6145
O 4.7935 0.8237 -0.7451
H 5.7760 0.7857 2.3115
H 5.3507 2.3353 1.5502
H 4.4077 -0.4747 0.7999
H 3.4673 1.0349 0.8391

- Kohn-Sham gap: 9.32 eV
- HOMO energy: -9.16 eV
- SMILES: CCCN[C@@]1([C@H](C)F)OC(=O)O[C@@]1(CCCCOC(C)=O)Cc1ccccc1C.O=C1OCCO1.O=C1OCCO1



Density functional theory data (ωB97M-V/def2-TZVPD) for a structure of composition C28H40N10OPtS.

CARTESIAN COORDINATES (ANGSTROEM)
Pt 0.4380 0.5059 0.4045
N 3.5387 -0.6980 1.4242
C 3.7810 0.6100 1.3807
N 5.0337 0.9903 1.5985
C 5.2821 2.2910 1.4877
N 6.5153 2.7257 1.7154
N 4.3525 3.2224 1.1484
C 3.1480 2.7433 0.9711
N 2.7477 1.4624 1.0921
C 2.1580 3.7527 0.5213
C 2.4235 4.9481 0.0042
C 1.3715 5.8502 -0.4538
C 0.0826 5.5348 -0.3540
C -0.3829 4.2389 0.2060
N 0.7779 3.3225 0.6084
H 4.3087 -1.2929 1.6811
H 2.6053 -1.0792 1.3837
H 7.2384 2.0726 1.9635
H 6.7213 3.7055 1.6298
H 3.4616 5.2399 -0.0662
H 1.6682 6.8059 -0.8604
H -0.6844 6.2343 -0.6592
H -1.0400 4.3543 1.0706
C -3.5833 4.5494 -0.8485
N -3.3729 3.1106 -0.8501
N -2.2037 2.5440 -0.3507
C -2.4597 1.2080 -0.1328
O -1.6246 0.3634 0.3239
C -3.8062 0.9744 -0.4471
C -4.3380 2.1736 -0.8558
C -5.7392 2.5122 -1.2089
C -0.9212 3.1363 -0.7824
C 0.3195 2.3257 -0.4296
C 1.1675 1.7447 -1.4318
C 0.7024 1.7051 -2.7254
C -0.3015 2.6550 -3.1213
C -0.9631 3.4403 -2.2518
H -2.8116 5.0287 -0.2546
H -4.5384 4.7771 -0.3788
H -3.5707 4.9529 -1.8604
H -4.3173 0.0346 -0.3480
H -6.3226 1.6014 -1.3128
H -5.7919 3.0679 -2.1442
H -6.1962 3.1155 -0.4223
H 0.6135 2.9218 1.5347
H 2.2109 1.5395 -1.2331
H 1.2089 1.0983 -3.4602
H -0.4591 2.8093 -4.1811
H -1.5799 4.2538 -2.6047
C 0.7660 -2.8592 -2.3148
C -0.3895 -3.7591 -2.7360
C -1.7475 -3.4151 -2.1287
C -1.8578 -3.6232 -0.6216
N -1.1712 -2.5494 0.0876
C -0.5560 -2.6351 1.2564
S 0.4251 -1.3473 1.9096
N -0.6462 -3.7505 1.9661
C 0.0668 -4.0544 3.2108
C 0.0624 -5.5534 3.4767
C 1.0537 -6.3749 2.6547
C 0.7468 -6.4704 1.1652
H 1.6598 -3.0844 -2.8962
H 1.0275 -2.9766 -1.2620
H 0.5263 -1.8031 -2.4759
H -0.1500 -4.7999 -2.4997
H -0.4928 -3.7217 -3.8224
H -2.5219 -4.0195 -2.6038
H -2.0086 -2.3733 -2.3537
H -1.3910 -4.5746 -0.3521
H -2.9056 -3.6618 -0.3077
H -1.2293 -1.6253 -0.3116
H -1.2699 -4.4690 1.6294
H -0.4141 -3.5130 4.0279
H 1.0870 -3.6801 3.1136
H -0.9549 -5.9358 3.3325
H 0.2707 -5.6933 4.5383
H 1.0789 -7.3809 3.0769
H 2.0593 -5.9693 2.7972
H -0.2548 -6.8751 0.9953
H 1.4489 -7.1340 0.6624
H 0.8136 -5.5016 0.6658

- Kohn-Sham gap (spin up / spin down): 6.49 / 6.48 eV
- HOMO energy (spin up / spin down): -12.68 / -12.68 eV
- Net charge: +2



Number 1: E -2019.62470 Ha, maximum force 2.5 eV Å⁻¹. Number 2: E -2072.95907 Ha, maximum force 4.8 eV Å⁻¹. Number 3: E -2230.74897 Ha, maximum force 2.5 eV Å⁻¹.